# C19H15NS4Ti

A structure of composition C19H15NS4Ti (ωB97M-V/def2-TZVPD, OMol25).

Geometry as XYZ:
```
40
Properties=species:S:1:pos:R:3:forces:R:3:nbo_charge:R:1
Ti -0.37941 1.28853 0.13878 0.2676 0.4029 -0.7439 0.832
S -1.07595 3.53666 -0.30718 0.2554 0.0553 0.1865 -0.135
C 0.23209 3.41068 0.86740 0.2023 0.3426 0.4211 -0.239
C 1.49017 4.01694 0.60337 -0.2834 0.0392 -0.0937 -0.192
C 2.57636 3.83220 1.40958 0.1011 -0.1427 0.2226 -0.175
C 2.49242 3.00759 2.54796 0.1576 0.2040 -0.1603 -0.225
C 1.30899 2.40118 2.84782 -0.3200 -0.0909 -0.0458 -0.120
C 0.17822 2.56579 2.01324 0.1028 0.0591 0.2206 -0.322
S -1.39357 1.82051 2.48017 -0.0786 -0.1356 -0.0212 0.329
C -1.08979 -0.02103 2.61013 -0.0906 -0.0922 -0.0974 -0.546
C -1.77894 -0.77443 1.49533 0.2323 0.6279 -0.6242 0.147
C -2.49656 -1.92671 1.64234 -0.1478 -0.2478 0.1191 -0.218
C -3.03216 -2.57628 0.52123 0.0921 0.1547 -0.0760 -0.232
C -2.85565 -1.99215 -0.74467 -0.2672 -0.2695 0.0133 -0.218
C -2.19545 -0.80633 -0.87240 0.5420 0.3463 0.6696 0.155
C -1.99271 -0.05076 -2.14031 0.0617 -0.0280 -0.0407 -0.526
S -0.27693 0.64673 -2.26402 -0.2382 -0.3420 -0.1610 0.359
C 0.72138 -0.82517 -2.20258 -0.0319 0.0626 0.1159 -0.151
C 0.68409 -1.70786 -3.28017 -0.0115 0.0101 -0.0415 -0.227
C 1.45214 -2.85722 -3.27255 0.0509 0.0389 0.1074 -0.234
C 2.27632 -3.10188 -2.17721 -0.0208 0.0102 -0.0175 -0.190
C 2.32284 -2.21554 -1.11690 0.0660 -0.0276 0.0719 -0.215
C 1.54567 -1.05138 -1.09362 0.0638 0.1208 0.2034 -0.158
S 1.68077 0.04276 0.31054 0.0814 -0.2945 -0.3961 -0.274
N -1.60902 -0.20754 0.23415 -0.7449 -0.8616 0.2116 -0.635
H 1.56530 4.63438 -0.28079 -0.0222 0.0302 -0.0217 0.233
H 3.51141 4.31816 1.16247 -0.0011 -0.0164 0.0107 0.222
H 3.35445 2.86252 3.18550 -0.0094 0.0043 -0.0238 0.223
H 1.21469 1.78397 3.73199 -0.0014 -0.0150 -0.0079 0.215
H -1.46082 -0.34440 3.57946 -0.0285 0.0308 0.0456 0.245
H -0.00838 -0.16941 2.58948 0.0463 -0.0273 -0.0919 0.264
H -2.63104 -2.33823 2.63610 -0.0104 -0.0065 -0.0441 0.219
H -3.57640 -3.50342 0.62901 0.0167 0.0202 -0.0022 0.218
H -3.26245 -2.45746 -1.63460 -0.0079 -0.0390 0.0571 0.219
H -2.61312 0.84853 -2.16581 -0.0111 0.0303 0.0094 0.245
H -2.21483 -0.65022 -3.02016 0.0223 -0.0285 -0.0123 0.238
H 0.05217 -1.48502 -4.13331 0.0073 0.0295 0.0473 0.215
H 1.42270 -3.54503 -4.10754 -0.0159 0.0227 0.0175 0.216
H 2.89347 -3.99165 -2.15201 -0.0160 0.0087 0.0006 0.215
H 2.96754 -2.41799 -0.27022 -0.0108 0.0138 -0.0282 0.222
```
Forces are in eV/Å.

## Properties
HOMO (spin up / spin down): -0.208 / -0.285 hartree
maximum force: 1.16 eV Å⁻¹
multiplicity: 3
molecular weight: 433.47 g/mol
<S²>: 2.0352